ORCA calculation (ωB97M-V/def2-TZVPD) on C31H23O8OsPS2Te as an isolated structure.

Calculated values
DFT total energy (eV): -89620.908

Atoms and positions in Å:
Os -1.524 -0.146 -0.714
O -2.444 -3.258 0.834
C -1.616 -2.869 0.030
O -1.907 -2.100 -0.998
C -0.171 -3.296 0.126
C 0.097 -4.655 0.221
C 1.406 -5.112 0.254
C 2.455 -4.209 0.203
C 2.189 -2.850 0.137
C 0.877 -2.378 0.116
P 0.568 -0.582 0.081
C 1.093 0.111 1.670
C 0.608 1.376 2.002
C 1.000 1.985 3.183
C 1.884 1.339 4.036
C 2.385 0.091 3.700
C 1.992 -0.523 2.520
C 1.825 0.011 -1.089
C 2.760 0.983 -0.756
C 3.675 1.418 -1.707
C 3.657 0.883 -2.985
C 2.721 -0.087 -3.321
C 1.805 -0.521 -2.379
H -0.732 -5.350 0.254
H 1.607 -6.174 0.307
H 3.479 -4.559 0.213
H 3.010 -2.144 0.085
H -0.067 1.890 1.328
H 0.614 2.965 3.434
H 2.183 1.811 4.963
H 3.073 -0.415 4.364
H 2.371 -1.508 2.282
H 2.778 1.412 0.237
H 4.399 2.178 -1.444
H 4.371 1.224 -3.725
H 2.699 -0.500 -4.321
H 1.065 -1.265 -2.650
O -0.735 1.702 -1.077
S -1.635 2.946 -1.188
O -0.853 4.098 -0.861
O -2.870 2.729 -0.495
C -1.994 3.040 -2.942
C -1.898 4.309 -3.485
C -2.204 4.540 -4.820
C -2.604 3.489 -5.623
C -2.694 2.209 -5.091
C -2.392 1.967 -3.760
S -2.550 0.248 -3.258
O -3.311 0.240 -1.978
O -3.130 -0.443 -4.358
O -1.184 -0.234 -2.873
H -1.573 5.119 -2.847
H -2.124 5.542 -5.222
H -2.848 3.650 -6.664
H -3.002 1.380 -5.711
Te -2.824 -0.011 1.383
C -1.856 -0.630 3.147
C -0.993 -1.716 3.232
C -0.474 -2.082 4.466
C -0.802 -1.365 5.607
C -1.665 -0.282 5.524
C -2.200 0.078 4.297
H -0.748 -2.295 2.355
H 0.191 -2.934 4.534
H -0.388 -1.655 6.564
H -1.930 0.276 6.413
H -2.892 0.912 4.242



ORCA calculation (ωB97M-V/def2-TZVPD) on a 6-piece molecular cluster, C31H24BO15S overall.

Calculated values
DFT total energy (eV): -74757.968
Total charge: -1

Atoms and positions in Å:
O -0.768 -1.577 -2.565
S -0.991 -0.191 -2.983
O -1.708 0.631 -2.012
O -1.451 -0.052 -4.390
C 0.643 0.490 -3.081
B 1.550 -0.350 -4.057
O 2.870 -0.658 -3.718
O 1.042 -0.781 -5.241
H 1.075 0.484 -2.071
H 0.518 1.536 -3.383
H 3.468 0.058 -3.947
H 0.107 -0.506 -5.309
C 6.714 3.472 -6.600
C 5.739 2.615 -6.307
C 5.512 2.176 -4.909
O 4.654 1.370 -4.629
C 6.384 2.733 -3.849
C 7.365 3.582 -4.145
C 7.607 4.018 -5.543
O 8.498 4.796 -5.818
H 6.913 3.810 -7.609
H 5.079 2.190 -7.054
H 6.171 2.391 -2.844
H 8.024 4.002 -3.395
C 3.065 -0.398 -0.589
C 2.186 -0.789 0.336
C 1.707 0.142 1.388
O 0.971 -0.213 2.289
C 2.197 1.542 1.340
C 3.075 1.931 0.423
C 3.601 0.987 -0.595
O 4.461 1.353 -1.375
H 3.435 -1.055 -1.365
H 1.792 -1.796 0.376
H 1.818 2.203 2.109
H 3.471 2.939 0.385
C -4.578 -0.576 -1.407
C -4.130 -0.710 -0.162
C -5.021 -0.613 1.002
O -4.585 -0.768 2.129
C -6.460 -0.341 0.749
C -6.916 -0.208 -0.495
C -6.011 -0.322 -1.682
O -6.461 -0.202 -2.802
H -3.887 -0.677 -2.234
H -3.079 -0.892 0.035
H -7.098 -0.272 1.621
H -7.959 -0.016 -0.715
C -3.438 -2.766 1.797
C -3.633 -3.721 2.703
C -2.772 -3.832 3.905
O -2.950 -4.705 4.731
C -1.681 -2.840 4.054
C -1.474 -1.883 3.151
C -2.349 -1.764 1.953
O -2.184 -0.884 1.138
H -4.049 -2.669 0.910
H -4.420 -4.460 2.614
H -1.063 -2.950 4.936
H -0.674 -1.161 3.236
C -2.599 -0.440 4.730
C -1.575 0.400 4.583
C -0.572 0.596 5.656
O 0.360 1.365 5.532
C -0.745 -0.187 6.908
C -1.764 -1.028 7.059
C -2.771 -1.222 5.981
O -3.694 -1.994 6.132
H -3.338 -0.595 3.954
H -1.424 0.974 3.677
H 0.002 -0.027 7.675
H -1.915 -1.612 7.959



ORCA calculation (ωB97M-V/def2-TZVPD) on a 2-piece molecular cluster, C31H24F4NO2 overall.

Calculated values
DFT total energy (eV): -48983.250
Total charge: +1

Atoms and positions in Å:
O -3.300 0.170 2.422
C -2.528 0.601 1.588
O -2.511 1.877 1.119
C -3.622 2.711 1.578
C -3.162 4.092 1.238
C -3.354 4.605 -0.050
C -2.863 5.871 -0.378
C -2.168 6.627 0.574
C -1.943 6.094 1.850
C -2.431 4.826 2.177
N -1.509 -0.110 0.926
C -1.290 -1.477 1.039
C -0.943 -2.166 -0.090
C -1.335 -2.059 2.386
C -1.465 -3.448 2.571
C -1.361 -4.022 3.843
C -1.160 -3.207 4.965
C -1.078 -1.816 4.804
C -1.142 -1.257 3.525
H -4.516 2.414 1.015
H -3.763 2.562 2.655
H -3.896 3.995 -0.779
H -3.022 6.262 -1.384
H -1.805 7.624 0.325
H -1.384 6.660 2.596
H -2.263 4.384 3.162
H -1.252 0.337 0.048
H -0.826 -3.239 -0.029
H -0.880 -1.661 -1.048
H -1.653 -4.072 1.698
H -1.432 -5.107 3.953
H -1.064 -3.651 5.960
H -0.959 -1.154 5.665
H -1.027 -0.178 3.429
F 4.997 -1.548 1.891
C 3.846 -0.841 1.624
C 3.355 0.011 2.613
C 2.211 0.736 2.281
F 1.635 1.527 3.253
C 1.592 0.659 1.046
C 2.076 -0.257 0.069
C 1.421 -0.414 -1.191
C 2.035 -0.974 -2.309
C 1.456 -1.008 -3.574
C 2.009 -1.696 -4.695
C 1.397 -1.584 -5.976
C 1.912 -2.294 -7.046
F 1.294 -2.191 -8.273
C 3.037 -3.120 -6.948
C 3.637 -3.199 -5.690
F 4.754 -3.993 -5.554
C 3.166 -2.521 -4.573
C 3.236 -1.018 0.391
H 3.835 0.100 3.582
H 0.738 1.296 0.818
H 0.440 0.051 -1.325
H 3.046 -1.375 -2.199
H 0.526 -0.457 -3.741
H 0.525 -0.941 -6.092
H 3.423 -3.669 -7.800
H 3.668 -2.632 -3.614
H 3.636 -1.735 -0.324



ORCA calculation (ωB97M-V/def2-TZVPD) on a 5-piece molecular cluster, C31H24FO22 overall.

Calculated values
DFT total energy (eV): -80297.946
Total charge: -1

Atoms and positions in Å:
C -0.403 5.333 0.009
O 0.517 5.327 -1.081
C -0.112 5.095 -2.342
C 0.349 3.780 -3.054
O -0.221 3.480 -4.059
O 1.388 3.000 -2.604
C 1.060 2.373 -1.343
C 2.062 2.694 -0.173
C 3.506 2.989 -0.620
O 4.045 2.624 -1.586
F 4.270 3.767 0.288
C 0.904 0.807 -1.415
O 1.533 0.158 -2.252
O 0.128 0.309 -0.516
H -0.497 4.325 0.494
H -0.020 6.056 0.772
H -1.435 5.664 -0.261
H 0.118 5.990 -2.982
H -1.230 5.056 -2.288
H 0.049 2.762 -1.046
H 2.098 1.779 0.476
H 1.664 3.545 0.427
C 6.229 2.103 2.088
C 7.429 2.347 2.621
C 8.017 1.454 3.665
O 9.124 1.705 4.111
C 7.227 0.310 4.116
C 6.024 0.067 3.585
C 5.448 0.945 2.520
O 4.358 0.676 2.054
O 5.276 -0.975 3.982
O 8.169 3.407 2.243
H 5.794 2.739 1.330
H 7.656 -0.318 4.884
H 4.459 -0.930 3.448
H 8.987 3.356 2.773
C -1.224 -1.169 1.923
C -0.313 -0.826 2.842
C -0.180 -1.578 4.128
O 0.675 -1.246 4.931
C -1.097 -2.692 4.373
C -2.007 -3.031 3.457
C -2.122 -2.296 2.160
O -2.958 -2.654 1.348
O -2.865 -4.049 3.656
O 0.526 0.206 2.658
H -1.328 -0.634 0.984
H -1.002 -3.216 5.313
H -3.414 -4.087 2.849
H 1.078 0.239 3.461
C -6.935 0.489 -2.422
C -6.378 1.103 -1.375
C -5.410 0.399 -0.478
O -4.913 1.006 0.452
C -5.108 -1.002 -0.762
C -5.668 -1.617 -1.806
C -6.612 -0.906 -2.719
O -7.085 -1.502 -3.671
O -5.406 -2.907 -2.086
O -6.657 2.385 -1.076
H -7.633 0.988 -3.079
H -4.419 -1.508 -0.099
H -5.924 -3.107 -2.889
H -6.126 2.587 -0.282
C -2.380 -4.270 -2.808
C -1.943 -5.527 -2.714
C -0.484 -5.853 -2.753
O -0.133 -7.020 -2.645
C 0.459 -4.757 -2.921
C 0.023 -3.489 -3.016
C -1.436 -3.163 -2.954
O -1.795 -2.006 -3.026
O 0.862 -2.470 -3.166
O -2.793 -6.567 -2.580
H -3.432 -4.020 -2.780
H 1.510 -5.008 -2.963
H 0.303 -1.664 -3.198
H -2.225 -7.359 -2.533



ORCA calculation (ωB97M-V/def2-TZVPD) on C31H24N4O6RuS as an isolated structure.

Calculated values
DFT total energy (eV): -64182.274
Total charge: +2
Relative energy (zero: lowest compared OMol25 entry of this formula, charge and spin) (kcal per mole): 15.8

Atoms and positions in Å:
Ru 0.355 0.477 0.733
O -1.940 3.486 1.793
C -1.217 2.767 1.186
N -0.863 1.444 1.652
C -1.283 1.059 2.994
C -0.643 -0.257 3.326
C -0.698 -0.826 4.585
C -0.053 -2.030 4.804
C 0.618 -2.646 3.753
C 0.633 -2.025 2.525
N 0.019 -0.849 2.321
C -0.571 3.073 -0.121
C -0.866 4.204 -0.845
C -0.264 4.358 -2.089
C 0.595 3.374 -2.549
C 0.847 2.264 -1.754
N 0.280 2.131 -0.558
H -2.375 0.983 3.021
H -1.012 1.834 3.714
H -1.226 -0.319 5.382
H -0.066 -2.483 5.786
H 1.128 -3.589 3.887
H 1.139 -2.455 1.671
H -1.556 4.928 -0.434
H -0.473 5.231 -2.694
H 1.070 3.453 -3.517
H 1.489 1.456 -2.077
O 1.869 1.028 2.044
C 3.120 0.947 2.003
C 3.905 0.517 0.918
C 5.303 0.683 0.944
C 6.004 0.392 -0.185
C 5.383 -0.064 -1.354
C 4.022 -0.285 -1.365
C 3.269 -0.019 -0.214
O 1.992 -0.289 -0.172
N 7.473 0.569 -0.173
O 8.053 0.378 -1.218
O 7.975 0.890 0.882
H 3.650 1.273 2.903
H 5.822 1.044 1.824
H 5.991 -0.246 -2.229
H 3.518 -0.683 -2.235
O -0.333 -0.384 -0.861
S -1.382 -1.476 -0.537
C -1.696 -2.393 -1.998
C -1.399 -1.856 -3.246
C -1.678 -2.616 -4.370
C -2.221 -3.889 -4.232
C -2.501 -4.409 -2.976
C -2.227 -3.665 -1.839
C -2.896 -0.567 -0.338
C -3.887 -1.129 0.454
C -5.069 -0.426 0.643
C -5.238 0.820 0.055
C -4.235 1.367 -0.737
C -3.051 0.675 -0.940
H -0.959 -0.871 -3.335
H -1.471 -2.216 -5.353
H -2.414 -4.486 -5.113
H -2.919 -5.402 -2.878
H -2.423 -4.072 -0.854
H -3.746 -2.103 0.909
H -5.859 -0.855 1.245
H -6.160 1.365 0.209
H -4.383 2.329 -1.211
H -2.266 1.079 -1.568



ORCA calculation (ωB97M-V/def2-TZVPD) on C31H24O7PPdS as an isolated structure.

Calculated values
DFT total energy (eV): -70460.385
2S+1: 5
Total charge: +1
<S²>: 6.0518

Atoms and positions in Å:
Pd 4.973 -14.482 9.114
C 0.919 -19.237 8.916
C 0.191 -18.116 9.384
C 0.768 -16.883 9.498
C 2.074 -16.607 9.101
C 2.825 -17.728 8.702
C 2.204 -19.009 8.603
P 2.756 -15.012 9.317
C 1.573 -13.868 8.576
C 1.598 -12.538 8.908
C 0.811 -11.625 8.216
C -0.095 -12.052 7.282
C -0.168 -13.376 6.922
C 0.721 -14.236 7.551
C 2.643 -14.387 11.156
C 1.477 -14.107 11.737
C 1.490 -13.862 13.149
C 2.589 -13.721 13.855
C 3.842 -13.988 13.205
C 5.056 -13.632 13.812
C 6.296 -14.012 13.306
C 6.216 -14.573 11.978
C 5.119 -14.596 11.181
C 3.905 -14.378 11.882
H 0.412 -20.198 8.714
H -0.867 -18.273 9.619
H 0.253 -16.028 9.859
H 3.892 -17.703 8.393
H 2.863 -19.799 8.300
H 2.305 -12.167 9.613
H 0.779 -10.538 8.295
H -0.747 -11.298 6.893
H -0.836 -13.741 6.150
H 0.698 -15.290 7.293
H 0.528 -14.002 11.262
H 0.517 -13.888 13.526
H 2.590 -13.381 14.878
H 4.968 -13.115 14.749
H 7.267 -13.929 13.770
H 7.153 -14.914 11.569
O 7.546 -15.039 8.620
C 7.027 -16.060 8.170
O 5.799 -16.372 8.139
C 8.076 -16.997 7.595
C 9.421 -16.533 7.691
C 10.527 -17.334 7.480
C 10.180 -18.507 6.817
O 10.934 -19.477 6.220
C 10.083 -20.336 5.397
O 8.812 -19.895 5.714
C 8.852 -18.874 6.505
C 7.738 -18.080 6.847
H 9.543 -15.517 7.943
H 11.589 -17.040 7.670
H 10.274 -21.386 5.702
H 10.330 -20.125 4.363
H 6.697 -18.416 6.573
C 3.589 -11.815 6.526
S 5.054 -12.775 6.852
O 6.054 -12.431 5.908
O 5.382 -12.392 8.257
O 4.596 -14.208 6.962
H 3.842 -10.748 6.620
H 2.800 -12.150 7.210
H 3.325 -12.109 5.481



ORCA calculation (ωB97M-V/def2-TZVPD) on C31H25BrCdCl3N7OS as an isolated structure.

Calculated values
DFT total energy (eV): -168025.920
Total charge: -2
Relative energy (zero: lowest compared OMol25 entry of this formula, charge and spin) (kcal per mole): 383.4

Atoms and positions in Å:
Cd 0.510 0.440 -0.771
O 1.301 2.523 -0.790
C 0.842 3.684 -0.436
C 1.724 4.794 -0.465
C 1.335 6.076 -0.126
C 0.026 6.334 0.268
C -0.863 5.271 0.323
C -0.506 3.959 -0.009
C -1.465 2.881 0.218
N -1.492 1.794 -0.593
C -2.095 0.675 -0.368
C -3.063 2.058 2.007
N -2.289 2.967 1.305
H 2.741 4.583 -0.774
H 2.059 6.884 -0.174
H -0.296 7.335 0.526
H -1.892 5.463 0.612
H -2.205 -0.043 1.923
H -4.351 1.163 0.259
H -2.024 3.718 1.929
C 1.832 -5.630 0.237
C 2.682 -4.441 0.579
C 4.058 -4.405 0.403
C 4.772 -3.259 0.717
C 4.047 -2.187 1.205
Br 4.977 -0.577 1.659
N 2.753 -2.185 1.396
C 2.079 -3.294 1.089
H 2.419 -6.551 0.242
H 1.399 -5.509 -0.759
H 0.999 -5.711 0.938
H 4.578 -5.275 0.015
H 5.842 -3.192 0.584
H 1.009 -3.306 1.274
Cl -1.203 -4.224 2.354
C -2.955 -2.614 -0.619
C -3.770 -3.514 0.123
C -4.652 -3.120 1.067
C -4.820 -1.742 1.572
C -3.966 -0.832 1.147
Cl -3.202 0.557 1.102
C -2.430 -1.553 -0.896
N -1.877 -0.364 -1.199
H -3.692 -4.573 -0.090
H -5.221 -3.883 1.585
H -5.548 -1.584 2.366
Cl 1.187 2.844 4.326
C 0.712 1.364 3.546
C 0.055 0.373 4.256
C -0.321 -0.773 3.582
C -0.064 -0.862 2.223
N 0.605 0.085 1.560
C 0.990 1.190 2.203
H -0.165 0.511 5.306
H -0.841 -1.592 4.062
H -0.385 -1.746 1.681
H 1.528 1.936 1.629
C -1.072 1.553 -4.173
C 0.215 0.805 -4.325
C 0.822 0.540 -5.549
C 2.018 -0.159 -5.502
N 2.589 -0.592 -4.388
C 1.937 -0.313 -3.241
S 2.530 -0.851 -1.715
N 0.781 0.389 -3.204
H -1.532 1.762 -5.138
H -0.885 2.490 -3.644
H -1.749 0.974 -3.544
H 0.387 0.865 -6.483
H 2.549 -0.386 -6.424



Molar mass for every record listed, in sequence, given in g mol⁻¹: 936.455; 679.397; 518.530; 767.509; 681.692; 677.987; 842.331.